(1)
Density functional theory data (ωB97M-V with the def2-TZVPD basis set) for 3 unconnected molecules or ions with the total composition C3H3N3O2 at a distorted geometry.

Its LUMO energy is 0.6 eV. The value obtained for the max |F| is 0.101 hartree/bohr. The HOMO energy comes out at -9.904 eV. The total energy is -11723.757 eV.

The geometry in ORCA input format:
```
! RIJCOSX wB97M-V def2-TZVPD def2/J DEFGRID3
* xyz 0 1
O 2.58928 -0.08621 0.71451
H -3.39545 2.81889 0.69593
N -0.25873 -0.65907 -0.96734
H -1.00216 -0.03205 -1.46696
C -0.61878 -1.14816 0.25805
N -0.77407 -1.78353 1.17010
C 3.33177 -0.91372 0.36816
H 0.55095 -0.14977 -0.98565
N -1.86771 1.47812 -0.16251
C -2.57218 2.17475 0.40087
O 4.01709 -1.69923 -0.02515
*
```

---

(2)
Density functional theory data (ωB97M-V with the def2-TZVPD basis set) for 2 unconnected molecules or ions with the total composition C4H7NO2.

Its LUMO energy is 0.9 eV. The value obtained for the max |F| is 0.011 hartree/bohr. The HOMO energy comes out at -9.737 eV. The total energy is -9844.527 eV.

The geometry in ORCA input format:
```
! RIJCOSX wB97M-V def2-TZVPD def2/J DEFGRID3
* xyz 0 1
C -0.17835 -1.85940 -0.20067
O 1.06769 0.57459 1.95925
H 0.31007 2.98601 0.06837
C 0.54194 -1.42812 -1.44550
H 0.52996 -1.89412 0.63623
H -0.14947 1.50104 -0.93681
H 1.34291 -2.11371 -1.79398
O 0.30887 -0.41397 -2.06384
C -0.01190 1.94456 0.04614
H -0.57476 -2.87263 -0.33689
N -1.01036 1.47613 1.07642
H -1.48009 2.11834 1.70512
H -0.98856 -1.16468 0.03615
C 0.29834 1.13278 1.22604
*
```

---

(3)
Density functional theory data (ωB97M-V with the def2-TZVPD basis set) for a molecular structure, C31H41BrFeN12OS at a distorted geometry.

Its LUMO energy (alpha / beta) is 0.8 / 0.7 eV. The value obtained for the max |F| is 0.026 hartree/bohr. As for the expectation value of S²: 0.767. The HOMO energy (alpha / beta) comes out at -2.587 / -2.533 eV. The total energy is -168003.179 eV.

The geometry in ORCA input format:
```
! RIJCOSX wB97M-V def2-TZVPD def2/J DEFGRID3
* xyz -1 2
N -5.87371 0.71329 1.39187
N 3.78358 0.32380 2.53016
C -2.47463 -5.43721 -3.43781
H 3.31359 -0.24647 3.22243
H 5.25769 1.60773 -1.69431
Br -1.77282 -2.28920 1.14546
H 1.65631 2.44514 0.27116
H 0.78883 2.72669 5.12083
H -0.00683 -5.61518 -2.19881
H 0.91970 -4.76335 -3.43876
N -4.75861 0.12291 1.67813
H -1.12599 -1.93771 -4.49523
C 0.12955 0.47945 -4.33474
H -1.59425 -4.29722 -0.96834
C -1.22341 -2.01436 -3.41998
C 5.74069 0.11682 3.93751
H 6.80979 0.31338 3.93190
H -0.22659 -3.73689 -5.42432
H -0.31599 1.80633 -1.99493
C -1.22771 -4.57467 -3.68027
N -1.09053 0.01532 3.83462
H -0.88154 -2.06484 3.91818
C 0.97878 1.37002 2.01194
O -1.35216 0.15082 -0.51656
C 0.31851 0.25694 4.16195
C -1.52008 -1.28563 4.33167
C -1.31203 -3.28737 -2.86171
H -4.23918 3.98565 0.34665
H 5.41074 3.07484 -0.72939
C 0.02369 -5.36099 -3.25931
H -2.97044 0.88048 4.12721
C -2.32574 3.40677 0.65161
C 5.77548 1.04503 1.57247
H 0.15542 -0.34432 -5.05019
C 0.80206 1.45730 3.40330
C -1.12749 -4.30427 -5.18300
H -1.07905 -5.25505 -5.72013
C -2.38352 0.55445 -4.44991
C 1.11764 2.62554 1.20019
N -3.67521 3.30903 0.83207
C 3.15701 0.40617 1.30458
N -0.45493 4.16432 0.01996
N -0.27846 3.10977 0.75482
S 1.47337 -0.14964 1.23151
N 3.78804 0.93400 0.26560
H 5.57992 -0.94619 4.12455
H -2.40665 -0.28785 -5.14400
N -1.42853 2.60349 1.21612
H 0.45186 0.40833 5.24534
N -1.74470 4.37685 -0.07614
H 2.25174 4.51338 1.48637
C 5.11840 0.51057 2.64059
C -1.16842 0.48631 -3.50992
C -1.37490 -0.87303 -1.27705
C -1.16707 1.77107 -2.67282
C 5.05244 1.31424 0.39268
H 1.94063 4.59859 3.91693
H -2.54482 -1.47304 4.01190
Fe -1.66454 0.36477 1.50346
H -3.30387 0.53515 -3.86399
C -1.47689 -3.34934 -1.48066
C 0.99253 2.65464 4.05932
H 0.22796 1.41553 -4.89273
C -1.93576 1.06511 4.40217
H -1.47034 -1.33486 5.43209
N -5.64146 1.98734 1.03120
H -3.37430 -4.88438 -3.71331
C 5.66429 2.01326 -0.77034
H -1.10990 2.63093 -3.34885
H -1.85009 1.09205 5.50080
C 1.74435 3.71583 2.01527
H 0.98921 0.38103 -3.66843
N -3.73690 0.99389 1.52313
H -1.63910 2.02947 3.99653
C -1.25519 -0.82333 -2.70009
C 1.57906 3.74297 3.35507
H 0.10583 -6.28897 -3.83495
H -2.36053 1.48008 -5.03287
H -2.43259 -6.34943 -4.04149
H 6.74964 1.91696 -0.76678
C -1.51295 -2.18708 -0.75161
H 5.28375 0.67348 4.75718
H 0.88004 -0.63091 3.85972
C -4.32833 2.11136 1.12475
H -2.07135 1.86096 -2.07478
H -1.99914 -3.75680 -5.54667
H 6.83902 1.22988 1.62326
H -2.56192 -5.72992 -2.39106
*
```

---

(4)
Density functional theory data (ωB97M-V with the def2-TZVPD basis set) for a single C7H11NO molecule at a distorted geometry.

Its LUMO energy is 0.9 eV. The value obtained for the max |F| is 0.066 hartree/bohr. The HOMO energy comes out at -9.994 eV. The total energy is -10973.683 eV.

The geometry in ORCA input format:
```
! RIJCOSX wB97M-V def2-TZVPD def2/J DEFGRID3
* xyz 0 1
H -1.45906 -1.04204 1.49559
H 0.33931 -2.49753 0.92606
H -0.04917 0.26954 -1.60195
H 1.71993 0.87610 0.84562
H -1.82411 -1.09145 -0.23309
H 1.19359 -1.87946 -1.40225
C -2.29958 1.59612 -0.60634
C -0.53928 0.75899 0.83571
H -0.37043 0.78713 1.94137
C 1.24419 -1.11503 -0.61474
N -1.54710 1.63446 0.36499
O -2.91281 1.66881 -1.60609
C -0.95179 -0.73867 0.57747
H 2.34489 -1.01024 -0.29012
H 1.61396 0.78800 -1.77924
H 0.73077 2.14163 -0.02600
C 0.80587 1.09221 0.14156
H 0.68417 -1.06716 1.55703
C 0.91900 0.24742 -1.14033
C 0.35763 -1.41882 0.61477
*
```

---

(5)
Density functional theory data (ωB97M-V with the def2-TZVPD basis set) for a molecular structure, C13H37N5O4Rb at a distorted geometry.

Its LUMO energy is -2.8 eV. The value obtained for the max |F| is 0.098 hartree/bohr. The HOMO energy comes out at -11.503 eV. The total energy is -30369.270 eV.

The geometry in ORCA input format:
```
! RIJCOSX wB97M-V def2-TZVPD def2/J DEFGRID3
* xyz 1 1
O 28.47017 16.09146 21.86964
H 20.27470 15.40318 28.75270
N 20.10720 9.02655 23.83587
N 22.85353 15.87057 26.81930
H 28.45767 15.73248 19.97731
H 21.79592 13.20164 26.60835
H 26.77432 9.99307 23.65657
Rb 24.22335 13.43077 23.65794
H 28.40882 13.13117 23.09564
H 28.06579 10.12996 20.96464
H 27.28443 11.69461 21.02288
C 28.47218 11.11178 22.97319
H 26.17634 15.47748 20.62456
H 28.20820 9.06222 23.13555
O 23.64598 12.91332 27.31892
H 26.24536 18.21064 19.03277
H 20.09332 15.27735 27.08942
C 25.85822 17.22172 19.27824
C 29.11137 11.96928 19.20459
H 19.78349 12.04254 23.46158
H 20.84917 16.70615 27.77972
H 21.83269 12.97983 28.38705
C 22.18745 15.02746 27.74620
H 20.65240 8.18375 23.94787
H 28.22689 9.96784 24.67576
C 29.87922 16.18272 22.06239
C 26.47358 16.52375 20.55339
N 19.64035 11.04572 23.53880
H 22.78376 16.86912 26.95396
H 30.05511 15.80012 23.06776
H 26.12344 17.44429 22.54186
C 23.86660 11.69556 27.95590
H 24.77506 17.31246 19.19686
N 25.79529 17.38364 21.58858
H 22.69805 15.19036 28.69533
C 28.17962 11.15185 21.32644
C 22.31418 13.45597 27.53291
H 30.21212 17.21657 22.15409
C 27.86380 9.96046 23.64805
O 21.84873 10.32341 23.11791
O 29.26571 11.80732 20.63300
N 28.11390 12.36525 23.68428
H 28.44964 17.45769 20.30469
H 23.20656 10.85055 27.75992
H 18.72941 10.70114 23.80633
H 30.05115 12.39704 18.85542
C 28.00130 16.50710 20.59360
H 23.90960 11.68818 29.04503
H 28.24607 12.56860 18.92145
H 29.55576 11.12831 23.09021
H 26.16112 16.63542 18.41072
H 30.57904 15.72905 21.36057
C 20.81579 15.61787 27.83118
C 20.62922 10.19564 23.48350
H 25.65774 18.36270 21.38213
H 19.18367 8.90277 23.44614
H 28.85580 10.98721 18.80668
H 28.65594 12.38499 24.53628
H 24.83452 11.35357 27.58946
H 23.82448 15.59809 26.76353
*
```

---

(6)
Density functional theory data (ωB97M-V with the def2-TZVPD basis set) for a molecular structure, C3H2FeO3 at a distorted geometry.

Its LUMO energy (alpha / beta) is -0.8 / -1.6 eV. The value obtained for the max |F| is 0.093 hartree/bohr. As for the expectation value of S²: 6.010. The HOMO energy (alpha / beta) comes out at -7.093 / -7.282 eV. The total energy is -43666.085 eV.

The geometry in ORCA input format:
```
! RIJCOSX wB97M-V def2-TZVPD def2/J DEFGRID3
* xyz 0 5
H -2.35915 2.09332 3.10156
C 1.29816 -0.03951 -0.63224
C -1.82654 1.30625 2.60219
O 0.64110 0.89333 -0.88232
H 0.56983 -0.21001 1.39765
C -1.22697 0.54560 1.88070
Fe 2.36165 1.70743 2.49462
O -0.52943 -0.28833 1.16964
O 2.04029 -0.57399 0.13759
*
```

---

(7)
Density functional theory data (ωB97M-V with the def2-TZVPD basis set) for 2 unconnected molecules or ions with the total composition C4H10OS at a distorted geometry.

Its LUMO energy is 0.8 eV. The value obtained for the max |F| is 0.038 hartree/bohr. The HOMO energy comes out at -8.468 eV. The total energy is -17191.694 eV.

The geometry in ORCA input format:
```
! RIJCOSX wB97M-V def2-TZVPD def2/J DEFGRID3
* xyz 0 1
S 0.03603 -2.41666 0.84870
C -1.21925 1.60442 -0.63144
H -0.19025 0.02394 1.28492
H 1.25427 -2.42760 -1.21118
H -1.30829 1.92490 0.38650
H 0.91780 -0.93189 2.48691
O 0.57287 0.96723 -2.10752
H -1.79682 0.74061 -0.84818
H -0.95512 -0.85488 2.58569
H 0.91257 2.15560 -0.48221
C 0.97664 -1.65650 -0.52184
H 0.39605 -0.95378 -1.19022
C 0.23391 1.54788 -1.08947
H -1.68566 2.36966 -1.25555
C -0.08601 -0.92428 1.91879
H 1.94126 -1.16864 -0.17389
*
```

---

(8)
Density functional theory data (ωB97M-V with the def2-TZVPD basis set) for 4 unconnected molecules or ions with the total composition C15H33FNO9.

Its LUMO energy is -3.8 eV. The value obtained for the max |F| is 0.018 hartree/bohr. The HOMO energy comes out at -11.979 eV. The total energy is -38719.095 eV.

The geometry in ORCA input format:
```
! RIJCOSX wB97M-V def2-TZVPD def2/J DEFGRID3
* xyz 1 1
O -0.10400 -1.36596 -2.25072
O -2.13663 -6.52848 -1.52477
H 3.10341 -3.22201 -2.20933
H -4.64655 2.24307 3.31539
O 1.10681 0.34465 -1.40277
H 4.08506 5.04888 1.53750
C 2.05253 -2.79762 -4.03507
C -4.07838 3.16784 3.22705
C 3.55561 5.81106 -0.36599
H -2.38790 -4.06216 -1.75250
O -2.51979 1.08562 3.90581
H 1.46713 4.11455 -1.23355
N 3.64508 5.88119 1.14628
C -0.09864 1.10634 -1.31174
O -1.04946 -4.89259 -0.39836
C -0.16702 0.66563 2.78611
C 2.39326 4.05998 -1.77557
H 3.58627 3.65516 -0.07784
F 2.43344 6.47770 -0.66311
H -0.44214 1.39068 -2.30559
H 2.15765 -3.81182 -4.41804
H -3.29573 4.74667 4.46370
H 4.16742 6.71530 1.41769
H 4.39579 6.36515 -0.75746
C 3.58441 4.37957 -0.88403
H 0.76247 -8.65661 -0.64393
O -2.81605 2.90319 2.58746
C -0.20513 -8.22830 -0.88816
H 2.83650 -2.17576 -4.46960
H -0.70781 -0.27731 2.79801
H 2.54484 3.07118 -2.16173
H -4.86618 4.11438 4.98719
C 2.15287 -2.79794 -2.52513
H -0.98324 -8.75301 -0.33669
C -3.30320 -4.16849 0.20973
H -3.39303 3.18489 5.27564
H 1.35680 -3.38417 -2.06715
C -1.21788 -6.13506 -0.85435
H 1.09198 -2.40514 -4.36596
H 2.70417 5.98589 1.54101
O -0.15512 -6.85590 -0.48727
H -0.87798 0.56033 -0.78601
C 0.94711 -0.88144 -1.92535
H -0.38222 -8.31643 -1.95729
H 0.13835 2.00623 -0.74962
H 0.23748 0.87601 3.77507
H -4.05227 -3.39964 0.02095
C -2.11078 -3.97322 -0.70292
H -1.68260 -2.98329 -0.55806
H 4.48251 4.23579 -1.45214
H -3.76441 -5.14209 0.05110
O -1.00814 1.74131 2.35834
H -4.61214 3.82408 2.54292
O 2.14125 -1.45988 -1.98858
C -2.15439 1.84255 3.04737
H 2.33405 4.74099 -2.60222
H -2.99609 -4.11175 1.25508
H 0.64823 0.59749 2.06969
C -3.89761 3.84274 4.56950
*
```